Entry 1:
This record from OMol25 describes a 2-piece molecular cluster, C5H13NO overall. The level of theory is wB97M-V/def2-TZVPD.

Values from the calculation:
SMILES: C[C@H]1CCCN1.O
E: -8931.88205 eV
Maximum force: 5.84 eV/Å
HOMO level: -9.54 eV

The geometry in ORCA input format:
```
! wB97M-V def2-TZVPD RIJCOSX def2/J DEFGRID3
* xyz 0 1
N -0.99 0.08 -0.19
C -0.35 1.45 -0.08
C 0.31 1.46 1.37
C 0.93 -0.01 1.50
C 0.03 -0.86 0.52
C 1.06 -1.23 -0.60
H -1.86 -0.06 0.45
H -1.10 2.21 -0.25
H 0.38 1.42 -0.84
H 1.12 2.16 1.44
H -0.38 1.77 2.20
H 1.93 0.07 1.12
H 1.11 -0.35 2.55
H -0.45 -1.83 0.82
H 0.38 -1.45 -1.55
H 1.77 -0.54 -0.93
H 1.56 -2.26 -0.39
H -1.54 -0.76 -1.57
H -1.72 -0.36 -3.14
O -2.20 -0.88 -2.43
*
```


Entry 2:
This record from OMol25 describes one molecule with the formula C5H11N3O. The level of theory is wB97M-V/def2-TZVPD.

Values from the calculation:
E: -11875.35858 eV
Maximum force: 4.38 eV/Å
HOMO level: -7.47 eV

The geometry in ORCA input format:
```
! wB97M-V def2-TZVPD RIJCOSX def2/J DEFGRID3
* xyz 0 1
C 1.06 0.52 0.09
C -0.38 0.62 0.06
C -1.20 1.90 0.03
C 3.34 -0.11 -0.01
C -3.35 -1.32 -0.06
N 1.58 -1.74 0.08
N 1.90 -0.51 0.06
N -1.11 -0.46 0.15
O -2.51 -0.17 0.04
H 1.62 1.51 0.30
H -0.55 2.76 -0.10
H -1.63 2.04 0.93
H -1.94 1.86 -0.67
H 3.59 1.00 0.27
H 4.02 -0.84 0.60
H 3.87 -0.25 -1.08
H -4.16 -1.12 0.70
H -2.70 -2.10 -0.10
H -3.81 -1.34 -1.01
H 2.37 -2.24 -0.29
*
```


Entry 3:
This record from OMol25 describes a 2-piece molecular cluster, C28H33O2Si overall. The level of theory is wB97M-V/def2-TZVPD.

Values from the calculation:
E: -41538.38017 eV
Maximum force: 2.34 eV/Å
HOMO level: -11.26 eV

The geometry in ORCA input format:
```
! wB97M-V def2-TZVPD RIJCOSX def2/J DEFGRID3
* xyz 1 1
C -6.80 4.88 -0.63
C -5.71 4.09 0.07
C -4.44 3.96 -0.78
C -3.32 3.18 -0.11
O -2.18 3.02 -0.95
C -1.13 2.30 -0.29
C -1.09 0.95 -0.36
O -0.16 2.97 0.44
Si 1.14 3.59 -0.44
C 2.26 4.52 0.72
C 2.08 2.15 -1.19
C 0.56 4.74 -1.80
H -7.70 4.97 -0.02
H -6.47 5.89 -0.87
H -7.09 4.40 -1.57
H -5.47 4.57 1.03
H -6.08 3.10 0.34
H -4.69 3.48 -1.73
H -4.08 4.96 -1.05
H -2.99 3.68 0.81
H -3.65 2.18 0.17
H -0.31 0.40 0.13
H -1.83 0.40 -0.91
H 3.14 4.90 0.20
H 1.72 5.37 1.14
H 2.57 3.87 1.53
H 2.96 2.50 -1.72
H 2.38 1.47 -0.40
H 1.44 1.62 -1.89
H 1.41 5.11 -2.36
H -0.10 4.21 -2.48
H 0.02 5.58 -1.37
C 1.68 -2.97 0.52
C 2.02 -2.59 -0.84
C 1.14 -1.88 -1.68
C 1.43 -1.71 -3.01
C 2.57 -2.25 -3.57
C 3.46 -2.95 -2.76
C 3.19 -3.11 -1.42
C 2.64 -3.47 1.47
C 1.99 -4.33 2.38
C 2.72 -5.03 3.33
C 4.08 -4.83 3.41
C 4.72 -3.93 2.57
C 4.02 -3.25 1.59
C 0.58 -4.29 2.08
C 0.39 -3.41 0.99
C -0.92 -3.19 0.52
C -1.97 -3.84 1.12
C -1.76 -4.73 2.17
C -0.49 -4.95 2.66
H 0.25 -1.44 -1.27
H 0.74 -1.17 -3.64
H 2.77 -2.15 -4.62
H 4.34 -3.39 -3.18
H 3.87 -3.69 -0.82
H 2.21 -5.70 4.00
H 4.66 -5.36 4.15
H 5.78 -3.74 2.68
H 4.50 -2.54 0.94
H -1.09 -2.53 -0.30
H -2.97 -3.66 0.76
H -2.60 -5.24 2.61
H -0.32 -5.63 3.48
*
```


Entry 4:
This record from OMol25 describes one molecule with the formula C5H10. The level of theory is wB97M-V/def2-TZVPD.

Values from the calculation:
SMILES: C1CCCC1
E: -5345.46004 eV
Maximum force: 3.24 eV/Å
HOMO level: -10.09 eV

The geometry in ORCA input format:
```
! wB97M-V def2-TZVPD RIJCOSX def2/J DEFGRID3
* xyz 0 1
C 1.14 0.56 0.35
C 1.01 -0.18 -0.95
C -0.57 -1.13 -0.66
C -1.27 -0.41 0.50
C -0.25 0.94 0.78
H 1.74 0.00 1.09
H 1.36 1.66 0.43
H 0.69 0.46 -1.78
H 1.94 -0.72 -1.26
H -1.13 -1.09 -1.61
H -0.26 -2.16 -0.45
H -1.31 -1.00 1.43
H -2.27 -0.01 0.27
H -0.21 1.36 1.80
H -0.60 1.71 0.07
*
```


Entry 5:
This record from OMol25 describes one molecule with the formula C5H9NO. The level of theory is wB97M-V/def2-TZVPD.

Values from the calculation:
E: -8861.27543 eV
Maximum force: 7.23 eV/Å
HOMO level (spin up / spin down): -5.36 / -9.28 eV
<S²>: 2.006

The geometry in ORCA input format:
```
! wB97M-V def2-TZVPD RIJCOSX def2/J DEFGRID3
* xyz 0 3
C -0.96 0.11 -0.07
C 1.65 0.43 0.03
C 1.31 -1.00 -0.19
C 0.54 0.12 -0.83
C -1.12 0.22 1.35
N -1.95 0.03 -0.89
O 0.38 0.40 -2.20
H 1.41 0.93 1.00
H 2.62 0.74 -0.41
H 1.85 -1.64 -0.89
H 0.99 -1.29 0.76
H -1.91 0.90 1.55
H -0.19 0.60 1.78
H -1.25 -0.79 1.79
H -2.83 -0.11 -0.51
H -0.57 0.34 -2.29
*
```


Entry 6:
This record from OMol25 describes a 2-piece molecular cluster, C11H13ClO overall. The level of theory is wB97M-V/def2-TZVPD.

Values from the calculation:
SMILES: C=C(O)c1ccccc1.C/C=C\Cl
E: -26185.41020 eV
Maximum force: 4.51 eV/Å
HOMO level: -8.59 eV

The geometry in ORCA input format:
```
! wB97M-V def2-TZVPD RIJCOSX def2/J DEFGRID3
* xyz 0 1
C 2.96 1.84 -1.34
C 2.16 0.78 -1.72
C 2.85 2.36 0.01
C 1.42 0.02 -0.78
C 2.09 1.61 0.88
C 1.49 0.40 0.52
C -2.48 -1.08 -0.63
C -2.23 0.07 -1.17
C -3.70 -1.58 -0.01
C 0.53 -1.69 1.37
C 0.77 -0.40 1.43
O 0.42 0.31 2.60
Cl -3.24 1.42 -0.91
H 3.40 2.46 -2.14
H 2.22 0.56 -2.73
H 3.39 3.22 0.42
H 0.76 -0.72 -1.06
H 1.86 1.83 1.92
H -1.74 -1.85 -0.96
H -3.95 -2.44 -0.72
H -3.67 -2.07 0.97
H -4.47 -0.81 0.08
H 0.73 -2.16 0.45
H -0.07 -2.19 2.23
H -1.38 0.32 -1.88
H -0.13 -0.22 3.17
*
```


Entry 7:
This record from OMol25 describes a 2-piece molecular cluster, C6H12N3 overall. The level of theory is wB97M-V/def2-TZVPD.

Values from the calculation:
E: -10871.34193 eV
Maximum force: 9.92 eV/Å
HOMO level (spin up / spin down): -10.09 / -12.81 eV
<S²>: 2.060

The geometry in ORCA input format:
```
! wB97M-V def2-TZVPD RIJCOSX def2/J DEFGRID3
* xyz 1 3
C -0.32 1.49 0.79
C 0.86 2.20 0.64
C -0.69 0.25 0.58
C 1.84 1.72 -0.12
C 1.28 -0.51 -0.42
C 3.05 1.98 -0.88
N 0.12 -0.77 0.05
N -3.44 -2.50 0.19
N -0.53 -1.93 -0.19
H -0.97 2.28 1.17
H 0.78 3.29 0.89
H -1.58 -0.25 0.95
H 2.15 -1.08 -0.79
H 3.88 1.43 -0.67
H 3.23 3.05 -0.76
H 2.90 1.97 -1.90
H -3.46 -3.51 0.47
H -3.66 -1.93 0.94
H -3.91 -2.37 -0.63
H -1.61 -2.09 0.19
H 0.05 -2.75 -0.51
*
```


Entry 8:
This record from OMol25 describes C11H34AlN6O11P2Se2 as an isolated structure. The level of theory is wB97M-V/def2-TZVPD.

Values from the calculation:
E: -199298.78263 eV
Maximum force: 0.40 eV/Å
HOMO level: -6.26 eV

The geometry in ORCA input format:
```
! wB97M-V def2-TZVPD RIJCOSX def2/J DEFGRID3
* xyz -1 1
Al -1.13 0.84 1.57
C 3.19 -0.13 -3.76
N 3.25 0.17 -2.36
C 4.26 -0.57 -1.62
P 2.02 0.87 -1.50
O 2.50 1.51 -0.28
O 1.05 -0.43 -1.24
P 0.05 -1.40 -0.48
O -0.80 -0.79 0.57
N 1.01 -2.56 0.18
C 1.30 -3.83 -0.44
C 2.01 -2.09 1.13
N -0.88 -2.09 -1.64
C -0.34 -2.47 -2.93
C -2.33 -2.04 -1.58
N 1.21 1.81 -2.57
C 1.05 3.23 -2.27
C 0.18 1.28 -3.46
H 4.20 -0.06 -4.19
H 2.56 0.59 -4.28
H 2.81 -1.14 -3.97
H 5.25 -0.31 -1.99
H 4.12 -1.65 -1.72
H 4.21 -0.30 -0.56
H 0.45 -4.17 -1.04
H 1.47 -4.57 0.35
H 2.20 -3.79 -1.07
H 1.80 -1.06 1.44
H 3.01 -2.12 0.69
H 1.99 -2.71 2.03
H 0.75 -2.42 -2.93
H -0.72 -1.81 -3.71
H -0.64 -3.50 -3.17
H -2.65 -1.65 -0.62
H -2.74 -3.05 -1.71
H -2.72 -1.38 -2.35
H 1.80 3.53 -1.54
H 0.06 3.43 -1.86
H 1.19 3.80 -3.19
H 0.41 0.25 -3.73
H 0.19 1.87 -4.39
H -0.81 1.32 -3.01
N -1.55 2.45 2.74
C -2.86 2.55 3.42
C -3.06 1.37 4.35
C -3.25 0.04 3.63
N -2.02 -0.39 2.94
H -0.80 2.40 3.46
H -1.38 3.28 2.18
H -3.64 2.57 2.65
H -2.92 3.48 3.99
H -3.96 1.55 4.95
H -2.21 1.30 5.04
H -4.03 0.15 2.87
H -3.56 -0.72 4.34
H -2.21 -1.22 2.39
H -1.27 -0.68 3.60
O 0.31 1.59 4.69
Se 1.05 0.43 3.79
O 0.40 -1.04 4.11
O 0.57 0.80 2.19
O 2.65 0.44 3.82
O -2.97 0.89 0.77
Se -2.48 1.90 -0.48
O -3.12 3.37 -0.35
O -0.87 1.90 0.02
O -2.64 1.21 -1.93
*
```


Entry 9:
This record from OMol25 describes one molecule with the formula C16H14BrF3N2O3. The level of theory is wB97M-V/def2-TZVPD.

Values from the calculation:
SMILES: O=C(Cn1cc(C(=O)C(F)(F)F)c2cc(Br)ccc21)N1CCOCC1
E: -104137.32860 eV
Maximum force: 0.84 eV/Å
HOMO level: -8.63 eV

The geometry in ORCA input format:
```
! wB97M-V def2-TZVPD RIJCOSX def2/J DEFGRID3
* xyz 0 1
O 1.00 1.25 0.20
C 1.30 0.11 -0.08
N 2.57 -0.32 -0.20
C 2.97 -1.69 -0.45
H 2.78 -2.31 0.44
C 4.46 -1.73 -0.78
O 5.26 -1.23 0.26
C 4.70 -0.11 0.93
H 5.53 0.56 1.17
C 3.65 0.61 0.10
H 3.23 1.45 0.65
H 4.09 0.99 -0.83
H 4.25 -0.46 1.88
H 4.64 -1.16 -1.71
H 4.78 -2.76 -0.94
H 2.41 -2.11 -1.29
C 0.21 -0.96 -0.31
N -1.09 -0.40 -0.09
C -1.84 -0.57 1.01
C -2.99 0.19 0.94
C -4.07 0.27 1.88
O -5.06 0.95 1.79
C -3.88 -0.65 3.13
F -4.90 -0.56 3.98
F -3.76 -1.94 2.78
F -2.77 -0.35 3.82
C -2.92 0.90 -0.31
C -3.76 1.82 -0.94
C -3.35 2.31 -2.16
C -2.15 1.93 -2.76
C -1.31 1.03 -2.15
C -1.70 0.52 -0.92
H -0.37 0.75 -2.61
H -1.88 2.36 -3.71
Br -4.46 3.56 -3.07
H -4.69 2.12 -0.48
H -1.52 -1.24 1.79
H 0.36 -1.80 0.37
H 0.28 -1.32 -1.34
*
```


Entry 10:
This record from OMol25 describes a 2-piece molecular cluster, C6H13O overall. The level of theory is wB97M-V/def2-TZVPD.

Values from the calculation:
E: -8479.02862 eV
Maximum force: 1.24 eV/Å
HOMO level: -2.41 eV

The geometry in ORCA input format:
```
! wB97M-V def2-TZVPD RIJCOSX def2/J DEFGRID3
* xyz -1 1
C -0.86 -1.87 -1.45
O -0.67 -0.55 -1.16
C -0.89 -2.74 -0.19
H -0.13 -2.27 -2.20
H -1.86 -2.08 -1.92
H -0.91 -3.81 -0.46
H -1.79 -2.51 0.39
H -0.01 -2.57 0.45
C -1.06 1.81 0.63
C 0.41 2.02 1.02
C 1.31 0.96 0.46
C 2.58 1.04 0.09
H -1.39 0.84 1.00
H -1.67 2.59 1.09
H -1.21 1.79 -0.45
H 0.44 2.08 2.11
H 0.76 3.00 0.66
H 0.78 0.02 0.26
H 3.07 0.23 -0.42
H 3.08 2.01 0.08
*
```


Entry 11:
This record from OMol25 describes a 3-piece molecular cluster, C4H14O2S2 overall. The level of theory is wB97M-V/def2-TZVPD.

Values from the calculation:
SMILES: CCCSSC.O.O
E: -30140.25800 eV
Maximum force: 1.56 eV/Å
HOMO level: -8.80 eV

The geometry in ORCA input format:
```
! wB97M-V def2-TZVPD RIJCOSX def2/J DEFGRID3
* xyz 0 1
C 0.31 0.54 0.81
C -0.89 0.19 -0.04
C 0.26 -0.12 2.21
S 1.64 -1.19 2.68
S 1.47 -2.91 1.67
C 2.23 -2.65 0.05
H 1.21 0.14 0.34
H 0.46 1.62 0.88
H -1.87 0.14 0.44
H -0.97 0.74 -0.97
H -0.85 -0.85 -0.38
H 0.39 0.66 2.96
H -0.70 -0.57 2.40
H 2.55 -1.64 -0.07
H 3.02 -3.37 -0.13
H 1.51 -2.68 -0.78
H -2.32 5.81 -5.39
H -2.40 4.37 -6.00
O -2.91 5.07 -5.58
H -3.95 3.97 -4.25
H -3.11 2.78 -3.99
O -3.89 3.23 -3.63
*
```


Entry 12:
This record from OMol25 describes a 2-piece molecular cluster, CH3BCl2O2 overall. The level of theory is wB97M-V/def2-TZVPD.

Values from the calculation:
E: -30899.08071 eV
Maximum force: 4.43 eV/Å
HOMO level: -8.95 eV

The geometry in ORCA input format:
```
! wB97M-V def2-TZVPD RIJCOSX def2/J DEFGRID3
* xyz 0 1
B 0.07 0.03 -0.41
C -0.99 -0.43 0.55
O 0.25 0.07 -1.68
O 2.44 0.43 0.52
Cl -2.11 1.08 0.69
Cl -2.12 -1.53 -0.30
H -0.86 -0.58 1.57
H 1.10 0.13 -2.29
H 2.22 0.78 1.35
*
```